[1]
Here is the molecule C4H6N2O7 in a non-equilibrium geometry from the Open Molecules 2025 dataset. Energies are from wB97M-V/def2-TZVPD.

Structure (XYZ):
```
19
Properties=species:S:1:pos:R:3:forces:R:3:nbo_charge:R:1
C -0.029719 -1.618265 0.471879 -0.446 -0.167 -0.159 -0.649
C 0.400890 -0.172389 0.327171 -0.397 -0.097 1.725 0.074
O 1.530607 0.030207 -0.498664 1.108 -0.548 -0.700 -0.259
O 2.581769 -0.894776 -0.083451 -0.853 0.028 0.301 -0.134
N 3.744342 -0.155348 -0.024320 2.480 -0.695 1.622 0.367
O 4.613967 -0.775450 0.546065 -2.706 1.301 -1.816 -0.269
C -0.665477 0.759854 -0.288078 0.220 1.013 -0.218 -0.064
C -0.070301 2.170712 -0.460858 0.138 0.735 -0.021 0.426
O -0.383890 3.172020 0.144215 0.233 -1.402 -0.655 -0.478
O -1.846069 0.894777 0.459925 -1.425 -1.800 -0.775 -0.391
N -3.054806 0.066052 -0.200571 0.488 0.542 0.662 0.720
O -4.014263 0.078727 0.521779 1.838 -0.057 -1.478 -0.262
O -2.824612 -0.403151 -1.285773 -0.642 0.596 1.696 -0.311
H -0.850646 -1.680539 1.203014 0.191 0.120 -0.266 0.230
H -0.388179 -2.022270 -0.486668 0.224 -0.009 0.263 0.219
H 0.787338 -2.226946 0.873031 -0.176 0.130 -0.236 0.242
H 0.617077 0.211078 1.340747 0.078 -0.002 -0.244 0.185
H -0.860411 0.406600 -1.302903 -0.207 -0.027 -0.039 0.231
H 0.712378 2.159114 -1.256536 -0.148 0.339 0.339 0.126
```
Positions in Å, forces in eV/Å.

Summary:
Spin multiplicity = 1
HOMO energy = -0.379 hartree
E_tot = -791.85287 a.u.
HOMO-LUMO gap = 9.770 eV

***

[2]
Here is a cluster of 2 separate species, C3H3F3O in total in a non-equilibrium geometry from the Open Molecules 2025 dataset. Energies are from wB97M-V/def2-TZVPD.

Structure (XYZ):
```
10
Properties=species:S:1:pos:R:3:forces:R:3:nbo_charge:R:1
C 1.021242 1.648795 0.916504 0.426 1.042 2.179 -0.631
C -0.020756 0.904179 1.126125 -0.106 -1.054 -0.890 0.460
C -0.487864 -1.239416 -0.660880 -0.082 -0.467 -0.389 0.937
O -1.150408 -0.692559 -1.674895 -0.459 -0.203 -0.984 -0.728
F -0.673157 0.666545 2.211407 -0.483 -0.167 0.703 -0.305
F -1.120685 -2.270817 -0.072944 -0.218 0.550 0.297 -0.341
F 0.690163 -1.727758 -1.043935 0.668 0.283 0.174 -0.343
H 1.502713 2.252579 1.743120 -0.722 -0.745 -0.928 0.227
H 1.405575 1.724651 -0.041687 0.759 0.086 -1.618 0.230
H -1.166824 -1.266198 -2.502815 0.217 0.675 1.457 0.494
```
Positions in Å, forces in eV/Å.

Summary:
Spin multiplicity = 1
HOMO energy (alpha / beta) = -0.358 / -0.359 hartree
E_tot = -490.77134 a.u.
HOMO-LUMO gap (alpha / beta) = 9.313 / 9.197 eV

***

[3]
Here is a cluster of 2 separate species, C2H2O2 in total in a non-equilibrium geometry from the Open Molecules 2025 dataset. Energies are from wB97M-V/def2-TZVPD.

Structure (XYZ):
```
6
Properties=species:S:1:pos:R:3:forces:R:3:nbo_charge:R:1
C -0.539594 1.310863 0.719590 0.203 0.938 0.089 0.321
C 0.434485 -1.420619 -0.770022 -4.681 -2.312 -1.094 0.344
O -0.280030 2.345652 0.227317 0.093 -0.326 -0.611 -0.454
O -0.296876 -2.279833 -1.227259 2.802 2.677 1.395 -0.466
H -0.803719 1.368634 1.798148 -0.243 -0.726 0.450 0.126
H 1.485735 -1.324697 -0.747773 1.825 -0.250 -0.228 0.130
```
Positions in Å, forces in eV/Å.

Summary:
Spin multiplicity = 1
HOMO energy (alpha / beta) = -0.323 / -0.311 hartree
E_tot = -227.72170 a.u.
HOMO-LUMO gap (alpha / beta) = 8.966 / 8.276 eV

***

Question: The lowest E_tot belongs to which entry?
Answer: C4H6N2O7